No. 1
{
  "formula": "C9H15NOS",
  "method": "ωB97M-V/def2-TZVPD",
  "species": ["S", "O", "N", "C", "C", "C", "C", "C", "C", "C", "C", "C", "H", "H", "H", "H", "H", "H", "H", "H", "H", "H", "H", "H", "H", "H", "H"],
  "xyz": [[4.04385, -1.62199, -0.18156], [1.44170, 2.18584, -1.43648], [0.94979, 0.86520, 0.29454], [1.52274, 1.92498, -0.23996], [-1.11317, -1.95294, -0.76366], [-0.21057, 0.27702, -0.30877], [-2.51582, -1.53965, -0.05824], [3.08319, -1.51724, 0.96483], [2.69137, 2.44217, 0.67952], [-2.59634, -0.03478, -0.29134], [-1.46808, 0.69545, 0.42498], [0.09209, -1.24068, -0.18988], [-1.35855, -1.77261, -1.85218], [-0.12140, 0.47149, -1.31366], [-3.11820, -2.19714, -0.67340], [0.27656, -1.61406, 0.89653], [3.66820, 2.05786, 0.36910], [-1.19843, 0.30315, 1.49388], [-1.11728, -3.08088, -0.64129], [2.69075, 2.32891, 1.78560], [-2.67020, 0.04588, -1.40252], [1.03478, -1.57645, -0.75980], [1.23783, 0.72531, 1.22290], [-3.64117, 0.20530, 0.14595], [-2.69156, -1.66969, 1.05934], [2.77512, 3.58765, 0.46586], [-1.68719, 1.70192, 0.30972]],
  "forces_ev_per_a": [[0.930, -0.094, -1.083], [-0.335, 1.040, 0.811], [-0.768, 1.133, -0.089], [3.388, -0.383, -0.728], [-2.166, -2.081, 1.131], [2.056, -2.134, 2.906], [2.425, 0.065, -0.120], [-0.751, 0.130, 1.167], [0.172, 3.110, -0.708], [-3.666, -1.311, 0.819], [0.733, -3.275, -0.204], [0.023, -1.485, 0.010], [0.785, 0.066, 1.004], [-0.390, 0.965, -2.363], [-1.214, 0.452, 0.360], [-0.444, 0.910, -1.623], [-0.359, -0.237, -0.372], [-1.420, 1.054, -1.518], [0.663, 1.121, -0.267], [-0.737, -0.191, -0.725], [0.414, 0.884, 0.818], [-1.335, 0.998, 0.729], [-0.325, -0.787, 1.294], [1.552, 0.441, -0.808], [0.721, -0.630, -1.380], [-0.144, -1.937, 0.478], [0.191, 2.176, 0.462]],
  "e_tot_ha": -879.99088,
  "e_homo_ev": -9.341,
  "orbital_gap_ev": 9.16,
  "lumo_ev": -0.18,
  "e_above_lowest_ev": 2.3848
}



No. 2
{
  "formula": "CuH19O10",
  "method": "ωB97M-V/def2-TZVPD",
  "species": ["Cu", "O", "O", "O", "O", "O", "O", "O", "O", "O", "O", "H", "H", "H", "H", "H", "H", "H", "H", "H", "H", "H", "H", "H", "H", "H", "H", "H", "H", "H"],
  "xyz": [[1.57403, 0.96567, 0.12290], [1.43003, 1.39667, 2.13890], [-2.59297, 0.66967, 1.26290], [1.46203, -2.58933, -1.03510], [-0.15397, -0.05733, 0.30890], [-1.40497, -2.22433, 2.12690], [2.85703, -0.66833, 0.49690], [0.47003, 2.76367, -0.35210], [-1.33797, 1.24367, -1.90710], [1.65503, 0.60267, -1.98510], [-2.83497, -1.32033, -1.03810], [-0.74097, 2.00067, -1.93210], [1.93803, 1.69067, 2.86590], [-0.23797, -1.02433, 0.10490], [-0.21497, 2.67767, 0.33690], [1.11903, -3.31833, -0.49610], [0.97603, -0.01533, -2.19710], [-1.37297, 0.86567, -0.98510], [-3.33497, -0.73333, -1.58010], [-2.17997, -1.69033, -1.57310], [0.54403, 3.71867, -0.55610], [2.40103, 0.49867, -2.58910], [-1.70997, 0.52567, 0.90890], [2.40503, -1.46733, 0.29390], [-2.48697, 1.29567, 1.94190], [0.74103, -2.38533, -1.61910], [3.77003, -0.89033, 0.21690], [-2.27397, -2.08033, 2.50390], [-1.11097, -1.44633, 1.62490], [0.64603, 0.99567, 2.58990]],
  "forces_ev_per_a": [[-1.367, -1.425, -0.323], [-2.172, -0.820, -0.222], [-0.522, -0.812, -1.054], [0.233, -0.274, 0.834], [1.142, -0.296, -0.059], [1.017, -0.272, -0.225], [2.116, 0.885, 0.193], [-0.087, 0.770, 0.425], [-0.300, -0.681, 0.432], [1.068, 1.081, 0.759], [-0.745, 0.141, 2.130], [-0.204, -0.322, 0.375], [1.476, 0.710, 0.992], [0.514, 1.354, 0.038], [0.106, 0.303, -0.416], [0.134, -0.048, -0.138], [-1.050, -0.593, -0.472], [0.319, 0.697, -1.411], [-0.524, 0.724, -0.665], [1.318, -0.876, -1.521], [0.077, -0.662, 0.225], [-0.127, -0.137, 0.095], [0.303, -0.351, -0.101], [-1.298, -1.325, -0.547], [-0.031, 1.276, 1.464], [-0.466, 0.054, -0.563], [-0.521, 0.537, 0.304], [-0.143, 0.447, -0.305], [-0.890, -0.146, 0.675], [0.622, 0.061, -0.916]],
  "e_tot_ha": -2403.98889,
  "e_homo_ev": [-13.590, -13.586],
  "orbital_gap_ev": [9.75, 7.26],
  "spin_multiplicity": 2,
  "lumo_ev": [-3.83, -6.32],
  "charge": 1,
  "e_above_lowest_ev": 0.0000,
  "s2": 0.753
}